(1)
Formula: C5H3FS2
Source: the OMol25 dataset
Level of theory: wB97M-V/def2-TZVPD

```
11
Properties=species:S:1:pos:R:3:forces:R:3
F 2.248556 -1.693443 -0.110589 -0.309 0.116 0.038
C 1.134444 -0.988989 0.067818 0.489 0.285 0.012
C -0.100558 -1.345293 -0.282235 -0.119 0.203 0.290
C -1.014542 -0.269000 0.086216 -0.293 0.094 -0.054
S -2.632838 -0.245069 -0.058503 0.407 -0.009 0.045
C -0.177572 0.842131 0.672744 0.001 -0.249 -0.350
S 0.909241 1.735813 -0.473659 -0.026 -0.064 -0.149
C 1.223880 0.370508 0.671497 0.696 -0.149 0.590
H -0.404207 -2.258109 -0.744707 -0.092 -0.292 -0.258
H -0.584406 1.433797 1.461795 -0.195 0.210 0.382
H 1.935255 0.557251 1.496555 -0.561 -0.145 -0.548
```
Positions in Å, forces in eV/Å.

Properties
Lowest unoccupied orbital energy ... -1.04 eV
DFT total energy ... -29620.0347 eV
SMILES string ... FC1=CC(=S)[C@@H]2S[C@H]12
Kohn-Sham gap ... 7.828 eV


(2)
Formula: C5H3N
Source: the OMol25 dataset
Level of theory: wB97M-V/def2-TZVPD

```
9
Properties=species:S:1:pos:R:3:forces:R:3
C -0.284800 0.094759 0.693947 -0.220 -0.958 3.648
C 1.018705 1.778258 0.922578 0.472 0.591 -0.040
C 0.680397 0.956176 -0.028509 -1.026 -0.978 0.112
C -0.757886 -1.065567 0.245568 1.190 2.971 0.341
C 0.826598 0.473335 -2.451912 0.035 -0.631 -3.344
N 0.874801 0.618858 -1.321226 0.545 1.294 2.538
H -0.406483 0.279851 1.857093 0.146 -0.023 -2.569
H -1.297933 -1.721808 0.779279 -1.903 -1.715 2.527
H -0.653398 -1.413862 -0.696818 0.761 -0.551 -3.214
```
Positions in Å, forces in eV/Å.

Properties
Lowest unoccupied orbital energy ... -1.04 eV
DFT total energy ... -6716.6723 eV
Kohn-Sham gap ... 8.928 eV


(3)
Formula: C5H3N
Source: the OMol25 dataset
Level of theory: wB97M-V/def2-TZVPD

```
9
Properties=species:S:1:pos:R:3:forces:R:3
C -0.501833 -0.553269 -1.160309 0.599 1.757 -1.062
C -0.200021 -1.378823 -0.015391 0.005 -1.766 0.949
C 0.082636 0.644213 -0.911795 -0.820 -1.396 -1.927
C 0.407807 -0.587402 0.911778 -0.132 -0.292 -0.980
C 0.486075 1.082983 0.276074 -0.407 -0.657 1.676
N 0.515780 2.068442 0.995692 0.096 1.838 -1.920
H -1.018454 -0.637377 -2.122883 0.112 -0.842 0.535
H -0.337759 -2.512295 0.092484 0.048 1.972 -0.045
H 0.565770 1.873528 1.934351 0.498 -0.615 2.774
```
Positions in Å, forces in eV/Å.

Properties
Lowest unoccupied orbital energy (spin up / spin down) ... -1.15 / -1.07 eV
DFT total energy ... -6715.9247 eV
Kohn-Sham gap (spin up / spin down) ... 7.796 / 7.946 eV


(4)
Formula: C5H3N
Source: the OMol25 dataset
Level of theory: wB97M-V/def2-TZVPD

```
9
Properties=species:S:1:pos:R:3:forces:R:3
C 1.812891 -1.488088 -0.751616 -3.957 0.664 1.355
C 0.829803 -0.894659 -0.260778 0.983 0.699 -1.090
C -0.249594 0.122738 0.148891 4.292 -0.230 1.575
C -1.201650 0.668311 -0.579142 -4.203 0.809 2.439
C 0.058730 0.884823 1.466458 -0.494 -0.943 -0.820
N 0.195676 1.511345 2.432411 -0.046 -0.791 -1.160
H 2.135744 -2.413289 -1.204442 0.637 0.545 0.169
H -1.667286 0.301139 -1.531474 0.928 0.547 1.012
H -1.914314 1.307680 0.279692 1.861 -1.299 -3.479
```
Positions in Å, forces in eV/Å.

Properties
Lowest unoccupied orbital energy ... -0.39 eV
DFT total energy ... -6718.8689 eV
SMILES string ... C#CC(=C)C#N
Kohn-Sham gap ... 10.014 eV


(5)
Formula: C5H3N3
Source: the OMol25 dataset
Level of theory: wB97M-V/def2-TZVPD

```
11
Properties=species:S:1:pos:R:3:forces:R:3
C -1.349683 -1.232442 0.264692 -1.185 0.792 1.092
C -0.168015 -1.559153 -0.236563 0.805 0.207 0.337
C 0.537371 -0.293579 -0.203461 1.214 2.699 -1.452
N 1.652533 0.341449 -0.492405 -1.407 -1.508 0.174
C 1.276993 1.703722 -0.234503 -1.651 0.339 1.769
N 0.063207 1.906993 0.271293 3.983 6.112 -1.123
C -0.504752 0.776618 0.238742 -1.435 -7.078 0.465
N -1.588081 0.222081 0.627346 0.206 -0.480 -0.669
H -2.162274 -1.866420 0.566325 -0.162 -0.331 -0.298
H 0.236634 -2.515311 -0.484291 -0.075 -0.348 -0.107
H 2.006068 2.516041 -0.317174 -0.292 -0.402 -0.188
```
Positions in Å, forces in eV/Å.

Properties
Lowest unoccupied orbital energy ... -2.14 eV
DFT total energy ... -9700.3952 eV
SMILES string ... C1=CC2=NC=NC2=N1
Kohn-Sham gap ... 7.137 eV


(6)
Formula: C5H3N3
Source: the OMol25 dataset
Level of theory: wB97M-V/def2-TZVPD

```
11
Properties=species:S:1:pos:R:3:forces:R:3
C -1.611251 0.358986 0.599067 -2.604 1.785 0.401
N -1.260237 0.495492 -0.817857 2.336 -1.251 0.941
C -0.055305 0.033949 -0.739565 -0.162 0.460 -2.346
C 1.182082 -0.126331 -1.553975 0.791 -1.056 0.870
N 2.151172 -0.506449 -0.803033 -0.236 0.801 -0.135
N 1.744251 -0.363983 0.625573 -1.853 -0.477 -0.407
C 0.452665 -0.293633 0.578510 2.552 0.416 0.350
C -0.629146 0.003838 1.436162 -1.516 0.044 -1.382
H -2.634712 0.769774 0.816821 1.210 -0.797 0.158
H 1.375601 -0.261574 -2.581591 -0.376 0.324 -1.180
H -0.715121 -0.110069 2.439888 -0.143 -0.249 2.729
```
Positions in Å, forces in eV/Å.

Properties
Lowest unoccupied orbital energy ... -2.10 eV
DFT total energy ... -9699.7203 eV
SMILES string ... C1=NC2=CN=NC2=C1
Kohn-Sham gap ... 7.546 eV